Below is a 2-piece molecular cluster, C4H9NO overall in a non-equilibrium geometry, with properties calculated with ωB97M-V with the def2-TZVPD basis set.

XYZ file:
```
15
Properties=species:S:1:pos:R:3:nbo_charge:R:1
C 0.053 0.251 0.610 0.402
C 0.847 -0.472 -0.453 -0.504
C 2.331 -0.136 -0.274 -0.595
C -2.442 -0.690 0.084 -0.077
O -0.372 1.396 0.470 -0.614
N -2.733 0.546 0.059 -0.717
H -3.652 0.865 -0.227 0.388
H 0.120 -0.192 1.620 0.126
H -1.999 1.299 0.117 0.396
H -1.466 -1.009 0.491 0.116
H 0.705 -1.552 -0.368 0.216
H 0.511 -0.145 -1.439 0.223
H 2.488 0.937 -0.361 0.216
H 2.683 -0.458 0.706 0.206
H 2.925 -0.638 -1.035 0.219
```

Properties
Energy above the lowest of the compared OMol25 structures with the same formula, charge and spin = 88.0 kcal per mole
E_HOMO (spin up / spin down) = -8.016 / -8.016 eV
Max |F| = 2.403 eV/Å
Gap between HOMO and LUMO (spin up / spin down) = 8.93 / 8.93 eV



Below is a single C6H11N molecule, with properties calculated with ωB97M-V with the def2-TZVPD basis set.

XYZ file:
```
18
Properties=species:S:1:pos:R:3:nbo_charge:R:1
C 1.899 1.734 0.197 -0.377
C 1.521 0.527 0.583 -0.215
C 0.825 -0.445 -0.311 -0.017
C 1.388 -0.872 -1.431 -0.388
C -0.479 -1.016 0.202 -0.438
C -1.480 -0.009 0.778 -0.217
N -2.522 0.305 -0.210 -0.839
H 2.415 2.442 0.820 0.201
H 1.672 2.034 -0.818 0.199
H 1.677 0.139 1.587 0.202
H 0.899 -1.595 -2.083 0.190
H 2.357 -0.546 -1.806 0.202
H -0.957 -1.557 -0.620 0.209
H -0.231 -1.778 0.947 0.218
H -1.892 -0.404 1.701 0.168
H -0.980 0.928 1.038 0.195
H -3.383 0.594 0.236 0.358
H -2.728 -0.482 -0.810 0.351
```

Properties
Energy above the lowest of the compared OMol25 structures with the same formula, charge and spin = 35.6 kcal per mole
E_HOMO = -8.995 eV
Max |F| = 0.862 eV/Å
Gap between HOMO and LUMO = 10.07 eV
SMILES = C=CC(=C)CCN



Below is a 2-piece molecular cluster, CH6N5S overall in a non-equilibrium geometry, with properties calculated with ωB97M-V with the def2-TZVPD basis set.

XYZ file:
```
13
Properties=species:S:1:pos:R:3:nbo_charge:R:1
C -1.507 -0.319 0.062 0.247
N -0.346 -0.721 0.318 -0.283
N -2.468 -1.198 -0.078 -0.790
N 1.999 -0.387 -0.288 -0.564
N 1.185 1.753 0.297 -0.309
N 1.226 0.571 0.102 0.269
S -2.076 1.395 -0.049 0.086
H -2.436 -2.234 0.129 0.439
H -3.481 -1.063 -0.353 0.449
H 1.337 -1.201 -0.062 0.467
H 2.682 -0.243 -0.980 0.426
H -0.913 2.079 0.201 0.184
H 2.035 2.291 0.115 0.379
```

Properties
Charge = +1
Energy above the lowest of the compared OMol25 structures with the same formula, charge and spin = 56.7 kcal per mole
E_HOMO (spin up / spin down) = -14.119 / -14.118 eV
Max |F| = 5.340 eV/Å
Gap between HOMO and LUMO (spin up / spin down) = 7.90 / 7.92 eV



Below is a single C12H17ClNO5P molecule in a non-equilibrium geometry, with properties calculated with ωB97M-V with the def2-TZVPD basis set.

XYZ file:
```
37
Properties=species:S:1:pos:R:3:nbo_charge:R:1
C -3.737 -0.691 -0.824 -0.624
C -3.479 -0.484 -2.412 -0.432
C -1.944 -0.147 -2.691 -0.072
O -1.606 1.265 -2.419 -0.519
C -0.310 1.305 -1.835 0.162
C 0.824 0.969 -2.622 0.210
O 0.788 0.595 -3.980 -0.667
C 2.252 1.068 -1.922 0.504
O 3.218 1.414 -2.641 -0.515
C 2.373 0.774 -0.359 -0.461
P 3.959 -0.008 0.311 1.126
O 5.065 -0.241 -0.998 -0.944
Cl 3.473 -2.016 0.878 -0.331
C 1.246 1.132 0.450 0.036
C 1.245 0.941 2.028 -0.472
C 0.860 -0.544 2.528 -0.412
C 0.022 -0.342 3.906 -0.215
N -0.459 -1.648 4.446 -0.838
C -0.033 1.754 -0.313 0.499
O -0.813 2.571 0.249 -0.490
H -4.178 0.248 -0.329 0.224
H -4.455 -1.574 -0.636 0.214
H -2.731 -0.972 -0.359 0.199
H -4.152 0.346 -2.847 0.227
H -3.740 -1.473 -2.921 0.216
H -1.243 -0.777 -2.036 0.176
H -1.611 -0.337 -3.777 0.200
H 1.687 0.385 -4.316 0.508
H 4.845 -1.077 -1.471 0.493
H 0.433 1.641 2.458 0.249
H 2.260 1.199 2.473 0.241
H 0.293 -1.164 1.758 0.213
H 1.848 -1.034 2.864 0.232
H 0.737 0.103 4.700 0.188
H -0.825 0.422 3.794 0.168
H -0.972 -2.085 3.653 0.347
H -1.138 -1.517 5.210 0.362
```

Properties
E_HOMO = -9.273 eV
Max |F| = 4.721 eV/Å
Gap between HOMO and LUMO = 7.74 eV
SMILES = CCCOC1=C(O)C(=O)C(P(O)Cl)=C(CCCN)C1=O



Below is C6H6AlLiO2 as an isolated structure in a non-equilibrium geometry, with properties calculated with ωB97M-V with the def2-TZVPD basis set.

XYZ file:
```
16
Properties=species:S:1:pos:R:3:nbo_charge:R:1
C 2.213 1.010 -1.169 -0.868
C 1.597 1.399 0.011 -0.047
C 1.962 1.107 1.352 -0.435
H 1.935 1.575 -2.068 0.367
H 3.227 0.591 -1.143 0.332
H 0.673 1.978 -0.075 0.314
H 1.396 1.500 2.198 0.375
C 3.118 0.488 1.672 0.857
O 4.084 -0.051 1.954 -0.115
O 0.609 -1.907 -0.475 -0.855
C 0.047 -1.671 0.563 0.665
C -0.445 -1.375 1.716 -0.454
Al 1.179 -0.605 -1.546 2.081
Li 0.828 -4.127 -0.841 0.994
H -1.552 -1.440 1.722 0.409
H 0.177 -1.422 2.612 0.381
```

Properties
Charge = +4
E_HOMO (spin up / spin down) = -26.888 / -26.889 eV
Max |F| = 5.662 eV/Å
Gap between HOMO and LUMO (spin up / spin down) = 6.83 / 6.83 eV



Below is a single C9H16F9N2O2PS molecule in a non-equilibrium geometry, with properties calculated with ωB97M-V with the def2-TZVPD basis set.

XYZ file:
```
40
Properties=species:S:1:pos:R:3:nbo_charge:R:1
C 2.153 -1.900 2.016 -0.373
C 2.723 -1.244 0.962 -0.233
C 2.035 -0.034 0.422 -0.272
O 1.609 -0.123 -0.947 -0.564
C 0.237 -0.496 -1.131 0.082
C 0.247 -1.606 -2.195 -0.238
N 0.417 -2.955 -1.654 -0.822
C -0.500 0.752 -1.663 -0.426
C -1.994 0.819 -1.303 -0.491
C -2.384 1.829 -0.237 0.648
F -1.553 2.913 -0.322 -0.329
F -3.623 2.326 -0.472 -0.319
C -2.272 1.414 1.254 0.462
F -2.600 2.447 2.020 -0.289
F -0.978 1.153 1.493 -0.311
S -3.257 -0.095 1.838 2.367
F -2.187 -1.061 1.163 -0.468
F -2.403 -0.092 3.180 -0.456
F -4.334 0.819 2.551 -0.450
F -4.151 -0.107 0.531 -0.459
F -4.024 -1.373 2.350 -0.437
P 3.209 1.444 0.571 1.210
N 4.668 0.973 -0.174 -1.150
O 2.525 2.461 -0.510 -0.970
H 1.117 -2.220 1.912 0.192
H 2.638 -2.049 2.978 0.207
H 3.633 -1.586 0.469 0.199
H 1.210 0.215 1.097 0.203
H -0.189 -0.874 -0.199 0.172
H -0.634 -1.551 -2.836 0.183
H 1.132 -1.409 -2.804 0.213
H -0.291 -3.130 -0.948 0.343
H 1.303 -3.013 -1.163 0.356
H 0.080 1.626 -1.380 0.251
H -0.437 0.697 -2.753 0.214
H -2.559 1.107 -2.191 0.247
H -2.343 -0.185 -1.066 0.235
H 5.009 0.159 0.326 0.384
H 4.569 0.720 -1.157 0.382
H 2.197 3.227 -0.029 0.504
```

Properties
Energy above the lowest of the compared OMol25 structures with the same formula, charge and spin = 0.0 kcal per mole
E_HOMO = -8.417 eV
Max |F| = 1.934 eV/Å
Gap between HOMO and LUMO = 8.46 eV
SMILES = C=C[C@H](O[C@H](CN)CCC(F)(F)C(F)(F)S(F)(F)(F)(F)F)P(N)O



Below is a 13-piece molecular cluster, H27O13 overall in a non-equilibrium geometry, with properties calculated with ωB97M-V with the def2-TZVPD basis set.

XYZ file:
```
40
Properties=species:S:1:pos:R:3:nbo_charge:R:1
O 4.505 -0.820 -0.080 -0.921
H -3.002 -0.139 2.022 0.524
H -1.044 -0.985 0.486 0.479
O 2.303 -1.586 -3.013 -0.909
H -2.659 -1.674 1.692 0.507
H -4.689 1.320 -0.266 0.501
O 0.047 -1.962 3.112 -0.914
H 1.644 -1.625 -2.301 0.489
O -3.892 1.798 0.001 -0.923
H 0.008 0.720 2.708 0.501
H -3.182 1.264 0.331 0.448
O 0.942 0.542 2.547 -0.957
H 3.779 -1.300 0.399 0.477
H 2.839 -0.291 -2.532 0.531
O 2.985 0.531 -1.820 -0.834
H -1.191 2.510 1.907 0.497
H 3.815 0.286 -1.345 0.588
O -1.011 1.657 1.541 -0.994
H 0.140 -0.684 1.470 0.502
H -0.955 1.914 0.611 0.495
O -1.227 -2.138 -2.447 -0.425
H -1.564 -3.036 -2.220 0.522
H 1.085 -0.264 3.059 0.501
O -0.744 2.839 -0.994 -0.984
H 1.057 1.418 0.287 0.475
H -0.133 3.126 -1.656 0.501
O -2.793 -0.431 -1.426 -0.880
H -2.699 0.270 -2.112 0.522
H -2.549 -0.086 -0.569 0.510
O -2.723 -0.773 1.363 -0.999
H -1.861 -1.409 -2.187 0.500
H 4.579 -0.285 0.711 0.484
O 1.988 1.303 0.355 -0.984
H -1.088 3.637 -0.579 0.504
H 2.201 0.935 1.251 0.516
O -0.067 -1.133 0.613 -0.865
H -0.518 -1.894 2.320 0.453
H 1.868 -1.800 -3.850 0.527
H 2.059 0.559 -1.526 0.557
H -0.613 -1.627 3.745 0.477
```

Properties
<S²> = 0.76
Charge = +2
Energy above the lowest of the compared OMol25 structures with the same formula, charge and spin = 34.1 kcal per mole
E_HOMO (spin up / spin down) = -17.544 / -17.415 eV
Max |F| = 5.025 eV/Å
Gap between HOMO and LUMO (spin up / spin down) = 10.97 / 3.61 eV
2S+1 = 2



Below is a 2-piece molecular cluster, C2H8N2S2 overall, with properties calculated with ωB97M-V with the def2-TZVPD basis set.

XYZ file:
```
14
Properties=species:S:1:pos:R:3:nbo_charge:R:1
H -2.903 1.960 1.310 0.345
N -2.078 1.376 1.240 -0.736
C -2.300 0.180 1.595 0.283
N -1.342 -0.786 1.475 -0.820
H -3.269 -0.199 1.930 0.144
H -0.466 -0.438 1.129 0.387
H -1.591 -1.752 1.394 0.398
C 1.715 0.997 0.483 -0.748
S 2.044 -0.057 -0.951 0.082
S 0.148 -0.826 -1.377 -0.169
H 2.667 1.499 0.654 0.237
H 0.974 1.761 0.253 0.243
H 1.395 0.425 1.349 0.209
H 0.327 -0.835 -2.704 0.145
```

Properties
Energy above the lowest of the compared OMol25 structures with the same formula, charge and spin = 10.4 kcal per mole
E_HOMO = -8.344 eV
Max |F| = 0.940 eV/Å
Gap between HOMO and LUMO = 8.86 eV
SMILES = [H]/N=C/N.CSS